No. 1
The following is a quantum chemistry calculation of a structure of composition C39H66BBrF6MoN6PS3Si, from OMol25.

Last column: Mulliken charge in e.
CARTESIAN COORDINATES (ANGSTROEM)
1 Mo 0.182 0.521 0.431  -0.78
2 C -3.936 -2.338 -1.565  -1.77
3 C -3.320 -1.089 -2.108  -0.35
4 C -3.477 -0.679 -3.416  -0.40
5 C -2.872 0.495 -3.894  -0.13
6 N -2.151 1.281 -3.067  -0.48
7 N -2.004 0.903 -1.838  1.00
8 B -1.264 1.842 -0.824  1.19
9 N -0.610 3.056 -1.578  0.50
10 N -1.421 3.927 -2.105  -0.05
11 C -0.894 4.972 -2.783  -0.01
12 C 0.496 5.099 -2.935  -0.47
13 C 1.364 4.195 -2.363  0.12
14 C 2.851 4.307 -2.475  -1.82
15 C 0.737 3.146 -1.650  0.67
16 S 1.628 1.966 -0.818  -0.07
17 C -1.829 6.004 -3.354  1.92
18 C -1.598 6.104 -4.875  -1.41
19 C -3.286 5.643 -3.072  -1.49
20 C -1.496 7.357 -2.684  -1.73
21 N -2.374 2.414 0.137  0.43
22 N -3.547 2.667 -0.431  0.04
23 C -4.535 3.103 0.341  -0.20
24 C -4.321 3.311 1.721  -0.44
25 C -3.101 3.066 2.306  0.32
26 C -2.838 3.256 3.770  -1.84
27 C -2.115 2.576 1.434  0.54
28 S -0.520 2.111 2.004  -0.13
29 C -5.880 3.389 -0.295  2.18
30 C -5.903 2.932 -1.755  -1.51
31 C -6.969 2.634 0.487  -1.76
32 C -6.129 4.905 -0.212  -1.40
33 C -2.503 -0.245 -1.324  1.21
34 S -2.023 -0.580 0.280  -0.17
35 C -3.011 0.923 -5.330  1.95
36 C -2.323 2.264 -5.582  -1.56
37 C -2.361 -0.165 -6.213  -1.77
38 C -4.511 1.039 -5.668  -1.53
39 H -4.242 -3.000 -2.372  0.47
40 H -4.829 -2.088 -0.984  0.35
41 H -3.256 -2.875 -0.904  0.45
42 H -4.055 -1.287 -4.100  0.61
43 H 0.889 5.939 -3.493  0.52
44 H 3.132 5.245 -2.946  0.42
45 H 3.250 3.487 -3.079  0.40
46 H 3.331 4.254 -1.496  0.46
47 H -1.775 5.149 -5.372  0.13
48 H -0.589 6.437 -5.123  0.41
49 H -2.290 6.839 -5.285  0.49
50 H -3.553 4.682 -3.513  -0.11
51 H -3.932 6.408 -3.499  0.58
52 H -3.477 5.591 -1.999  0.24
53 H -0.497 7.713 -2.940  0.39
54 H -1.576 7.297 -1.597  0.38
55 H -2.208 8.102 -3.037  0.48
56 H -5.140 3.661 2.337  0.52
57 H -3.689 3.719 4.261  0.42
58 H -1.960 3.885 3.933  0.45
59 H -2.644 2.297 4.256  0.43
60 H -5.864 1.841 -1.826  0.28
61 H -5.068 3.344 -2.322  -0.03
62 H -6.830 3.269 -2.217  0.61
63 H -6.792 1.557 0.477  0.37
64 H -7.935 2.823 0.019  0.48
65 H -7.046 2.963 1.524  0.40
66 H -5.344 5.469 -0.717  0.18
67 H -6.188 5.253 0.821  0.39
68 H -7.078 5.139 -0.693  0.50
69 H -1.250 2.211 -5.387  0.33
70 H -2.753 3.047 -4.954  -0.06
71 H -2.466 2.544 -6.624  0.61
72 H -1.302 -0.291 -5.975  0.40
73 H -2.441 0.142 -7.256  0.48
74 H -2.861 -1.129 -6.115  0.38
75 H -5.021 1.735 -4.999  0.22
76 H -5.024 0.076 -5.626  0.42
77 H -4.610 1.412 -6.687  0.48
78 C 3.578 -4.863 0.872  -1.73
79 C 4.403 -4.802 -0.428  2.30
80 C 5.340 -3.589 -0.360  -1.92
81 C 5.202 -6.105 -0.659  -1.70
82 Si 3.289 -4.716 -1.930  -1.22
83 Br 0.852 -1.300 -1.175  0.12
84 C 3.836 -3.720 -3.433  2.47
85 C 4.186 -2.251 -3.139  -1.63
86 C 5.073 -4.481 -3.964  -1.79
87 C 2.753 -3.697 -4.526  -1.94
88 C 1.876 -5.939 -2.088  2.44
89 C 0.615 -5.263 -2.672  -1.88
90 C 2.392 -7.024 -3.064  -1.65
91 C 1.472 -6.598 -0.764  -1.96
92 H 4.257 -4.688 1.713  0.54
93 H 3.120 -5.831 1.038  0.34
94 H 2.813 -4.088 0.927  0.30
95 H 6.033 -3.741 0.473  0.60
96 H 4.798 -2.663 -0.159  0.30
97 H 5.954 -3.477 -1.250  0.45
98 H 5.870 -6.252 0.195  0.51
99 H 5.832 -6.066 -1.550  0.35
100 H 4.563 -6.989 -0.711  0.37
101 H 5.010 -2.125 -2.447  0.33
102 H 3.325 -1.694 -2.760  0.19
103 H 4.486 -1.790 -4.084  0.51
104 H 5.912 -4.462 -3.267  0.36
105 H 5.403 -3.989 -4.883  0.52
106 H 4.854 -5.522 -4.216  0.40
107 H 1.848 -3.186 -4.195  0.32
108 H 2.495 -4.690 -4.889  0.37
109 H 3.149 -3.142 -5.382  0.62
110 H 0.722 -5.001 -3.718  0.33
111 H 0.323 -4.367 -2.112  0.38
112 H -0.212 -5.976 -2.600  0.52
113 H 2.702 -6.627 -4.031  0.34
114 H 1.575 -7.727 -3.251  0.51
115 H 3.218 -7.600 -2.642  0.39
116 H 1.091 -5.884 -0.035  0.34
117 H 2.281 -7.174 -0.317  0.39
118 H 0.669 -7.307 -0.982  0.62
119 F 0.205 -0.996 1.861  -0.61
120 P 1.843 -0.883 2.763  1.34
121 F 3.244 -0.576 3.309  -0.28
122 F 1.103 0.192 3.622  -0.30
123 F 1.995 0.458 1.518  -0.55
124 F 2.359 -1.779 1.584  -0.18
125 F 1.422 -2.083 3.629  -0.28

Energy relative to the best compared isomer or geometry (same formula, charge and spin)   0.333 eV
Total charge   +4
Multiplicity   4
Orbital gap (spin up / spin down)   5.0 / 3.4 eV
Expectation value of S²   3.816

---

No. 2
The following is a quantum chemistry calculation of the ion C2H8N3O with charge +1, from OMol25.

Last column: Mulliken charge in e.
CARTESIAN COORDINATES (ANGSTROEM)
1 C -1.622 -1.658 0.145  -0.73
2 O -0.485 -1.066 0.649  -0.37
3 N -0.460 0.434 0.301  -0.11
4 C 0.806 0.795 -0.076  0.48
5 N 0.980 2.124 -0.128  -0.41
6 N 1.680 -0.095 -0.447  -0.25
7 H -1.709 -2.714 0.403  0.32
8 H -1.668 -1.765 -0.876  0.35
9 H -2.481 -1.426 0.661  0.37
10 H -1.033 0.845 1.016  0.32
11 H 1.820 2.611 -0.321  0.22
12 H 0.330 2.726 -0.554  0.25
13 H 2.630 0.173 -0.340  0.26
14 H 1.214 -0.984 -0.432  0.30

Energy relative to the best compared isomer or geometry (same formula, charge and spin)   4.024 eV
SMILES string   CO[NH+]=C(N)N
Total charge   +1
Multiplicity   1
Orbital gap   11.6 eV